(1)
Entry from OMol25: the ion C4H5O4P with charge -2 in a non-equilibrium geometry (ωB97M-V/def2-TZVPD).

Geometry (Å):
C  0.739114  -1.046211  0.877106
C  0.616975  0.094389  0.210437
C  1.722564  0.667250  -0.639158
C  -0.653846  0.852284  0.140490
O  -0.690366  2.046525  0.413004
P  -2.122491  -0.327680  -0.170202
O  -3.276381  0.485482  -0.715218
O  -2.262946  -0.747545  1.299384
O  -1.594006  -1.404928  -1.099260
H  1.643814  -1.650054  0.829429
H  -0.097137  -1.427289  1.430876
H  1.440167  0.614151  -1.691228
H  2.661105  0.123813  -0.499089
H  1.873439  1.719812  -0.386574

Atomic forces in eV per Å
0.3 0.1 0.1
1.4 -0.1 -0.1
0.0 0.0 0.2
-1.3 -0.3 0.3
0.4 0.1 -0.3
-1.0 0.0 0.2
0.0 0.3 -0.1
0.2 -0.1 -0.1
0.3 0.0 -0.2
0.2 0.2 0.0
-0.4 -0.1 0.1
0.0 0.0 -0.1
0.0 0.0 0.0
0.0 0.0 0.0

For the orbital gap, the calculation gives 5.7 eV. Its charge is -2. Its energy above the lowest of the compared OMol25 structures with the same formula, charge and spin is 80.0 kJ/mol. Its SMILES is C=C(C)C(=O)P(=O)([O-])[O-].

---

(2)
Entry from OMol25: a cluster of 4 separate species, C10H28O4 in total in a non-equilibrium geometry (ωB97M-V/def2-TZVPD).

Geometry (Å):
C  2.170958  1.928490  -1.193992
C  2.304209  2.084300  0.318595
C  1.736883  3.373190  0.920969
O  1.720113  0.902125  0.915442
H  3.144896  2.220993  -1.604941
H  1.364674  2.454321  -1.705518
H  2.074566  0.883381  -1.481800
H  3.348571  2.016465  0.625394
H  1.017742  3.828777  0.233172
H  2.465187  4.155043  1.139775
H  1.200317  3.192196  1.853449
H  0.810501  0.808380  0.603925
C  0.331217  -5.880679  -4.234512
C  0.483395  -4.496260  -3.577924
C  -0.602716  -4.087463  -2.617942
O  1.735297  -4.505953  -2.893089
H  -0.700293  -6.004858  -4.576733
H  0.555536  -6.645917  -3.484937
H  1.026748  -6.068748  -5.048551
H  0.577611  -3.764527  -4.386926
H  -0.531862  -3.036810  -2.348938
H  -0.623326  -4.721800  -1.729776
H  -1.562927  -4.256232  -3.121721
H  1.783221  -5.246149  -2.283177
C  -0.539505  1.318574  3.941867
C  -0.994984  2.590287  4.602942
O  -2.203833  2.372131  5.335100
H  0.389555  1.541113  3.422364
H  -1.311465  0.932275  3.274854
H  -0.473155  0.593024  4.754717
H  -1.203201  3.423264  3.911290
H  -0.216475  3.018793  5.249952
H  -2.334369  3.127275  5.913980
C  -1.832134  2.271777  0.156237
C  -2.195778  0.812008  -0.053544
O  -0.996781  0.112198  -0.413642
H  -1.652372  2.871951  -0.734814
H  -0.929718  2.413927  0.764107
H  -2.481274  2.881521  0.795391
H  -2.886505  0.784505  -0.904864
H  -2.684492  0.288905  0.772893
H  -1.284032  -0.485793  -1.109073

Atomic forces in eV per Å
1.2 0.2 -0.4
-0.7 -1.0 0.5
-0.6 0.4 -0.4
0.0 0.5 0.5
-0.3 0.3 -0.4
0.0 0.3 0.4
0.0 -0.1 0.3
0.0 -0.1 -0.2
0.0 0.0 0.0
0.3 -0.2 -0.1
0.1 -0.2 0.0
0.0 -0.1 -0.2
-0.7 0.2 0.6
1.1 -0.9 -0.1
-1.0 -0.5 -0.6
0.6 0.8 -0.2
0.1 -0.2 -0.1
-0.3 0.0 0.0
0.0 0.4 -0.1
0.1 0.1 0.3
0.2 0.0 0.1
0.2 0.1 0.1
-0.1 0.2 0.2
-0.2 -0.1 0.0
-0.7 0.4 0.6
-0.4 1.4 0.0
0.2 -0.3 0.1
0.1 -0.6 -0.1
0.1 0.2 -0.3
0.6 -0.2 -0.2
0.2 -0.4 -0.4
0.0 -0.5 0.2
-0.1 0.0 0.0
0.5 1.0 1.5
0.0 0.7 -0.7
-0.4 0.0 -0.2
-0.1 -0.5 -0.3
0.3 -0.7 -0.3
-0.8 -0.5 -0.3
-0.1 -0.2 0.1
0.1 0.4 0.2
0.5 -0.2 0.0

For the orbital gap, the calculation gives 10.4 eV. Its energy above the lowest of the compared OMol25 structures with the same formula, charge and spin is 114.6 kJ/mol. Its SMILES is CC(C)O.CC(C)O.CCO.CCO.

---

(3)
Entry from OMol25: a structure of composition C27H57Be2F2N3O3 in a non-equilibrium geometry (ωB97M-V/def2-TZVPD).

Geometry (Å):
Be  0.066892  -3.083710  0.930266
Be  0.316532  0.476710  3.215246
F  -0.430558  -2.054080  3.167206
F  0.824642  -0.727450  0.882526
C  1.012102  0.748070  -2.450074
C  -0.108138  1.750290  -2.831534
C  0.415632  3.105360  -2.327764
C  -0.482778  4.243050  -2.814554
C  -0.488338  4.269010  -4.304544
C  -1.056918  2.975450  -4.962084
N  -0.355858  1.795470  -4.299624
O  -0.676198  0.590320  -4.872514
C  -2.569738  2.850000  -4.724334
C  -0.738948  3.161840  -6.490014
C  -1.335118  1.351170  -2.017814
H  0.816852  -0.313720  -2.600344
H  1.446302  0.898140  -1.461624
H  1.859212  0.947170  -3.106474
H  0.547642  3.117040  -1.245854
H  1.403852  3.249700  -2.764454
H  0.050362  5.108610  -2.421274
H  -1.492068  4.267760  -2.403694
H  0.540852  4.350960  -4.654044
H  -1.093378  5.138280  -4.562194
H  -3.120508  3.389970  -5.494514
H  -2.968708  1.837240  -4.781244
H  -2.735408  3.245850  -3.722364
H  -1.068898  2.295750  -7.063704
H  -1.299238  4.005770  -6.892454
H  0.317982  3.422750  -6.544044
H  -1.956658  0.641920  -2.564394
H  -2.025728  2.164590  -1.795324
H  -1.083268  0.806620  -1.107794
H  -0.249068  0.715970  -5.723024
C  -1.838578  -5.225470  2.224626
C  -3.081718  -4.534740  1.588496
C  -3.659378  -3.709930  2.788376
C  -4.618898  -2.567130  2.392396
C  -3.806658  -1.669260  1.566586
C  -3.342728  -2.336870  0.231296
N  -2.623268  -3.556680  0.565186
O  -1.879858  -4.082880  -0.466754
C  -4.508508  -2.540390  -0.680214
C  -2.328138  -1.280600  -0.322334
C  -4.004588  -5.649980  1.099276
H  -2.193968  -6.009940  2.892746
H  -1.284488  -5.890120  1.561806
H  -1.159458  -4.496520  2.666816
H  -4.053328  -4.387130  3.546206
H  -2.953858  -3.301440  3.511906
H  -5.430028  -2.938890  1.766336
H  -5.023428  -1.975450  3.213596
H  -2.989018  -1.288700  2.178736
H  -4.485638  -0.833050  1.399736
H  -4.860948  -1.535280  -0.911824
H  -5.315548  -3.204530  -0.370874
H  -4.100848  -2.808030  -1.655044
H  -1.603898  -0.858830  0.374576
H  -2.893558  -0.383920  -0.576034
H  -1.785908  -1.685300  -1.176914
H  -3.467348  -6.216170  0.338426
H  -4.303248  -6.385440  1.846276
H  -4.961388  -5.247050  0.767196
H  -2.486988  -4.459350  -1.108044
C  3.177532  -1.080730  4.076376
C  3.946012  0.035090  3.334076
C  4.539292  -0.712570  2.129076
C  5.080362  0.171780  1.070756
C  4.088982  1.158090  0.635506
C  3.500242  2.027300  1.784276
N  2.972102  1.110560  2.860586
O  2.578282  1.793710  3.948296
C  4.497622  3.099410  2.238046
C  2.202822  2.717980  1.118366
C  5.118042  0.617810  4.220896
H  2.774942  -0.753880  5.035126
H  3.832052  -1.918800  4.315826
H  2.348752  -1.417560  3.453666
H  5.409752  -1.294700  2.431606
H  3.777072  -1.328630  1.651996
H  5.470382  -0.318290  0.178666
H  5.902962  0.740360  1.504516
H  3.219582  0.720010  0.145276
H  4.594462  1.836350  -0.051914
H  4.318112  3.481020  3.243146
H  5.496242  2.685990  2.096816
H  4.485732  3.975660  1.589866
H  1.594252  1.950250  0.640526
H  1.640602  3.246440  1.888266
H  2.536602  3.448280  0.381246
H  5.725092  1.335430  3.668966
H  5.729942  -0.235670  4.512886
H  4.794552  1.161710  5.108376
H  3.409512  2.064770  4.344756

Atomic forces in eV per Å
-2.0 3.9 2.3
0.8 -1.4 -1.1
0.8 -0.3 -1.8
-0.7 -2.2 0.3
0.9 0.0 -1.4
0.1 -0.8 0.8
-0.9 -0.2 -1.0
1.3 0.0 1.2
-0.5 -0.6 -0.2
-0.3 -0.1 0.6
1.8 3.4 0.4
-0.7 -0.9 -0.3
0.2 0.2 -0.2
-0.1 -0.6 1.4
-1.0 -0.5 -0.2
-0.5 0.0 0.1
-0.7 0.1 0.3
0.1 0.1 -0.3
-0.3 -0.3 0.0
0.1 0.1 -0.1
-0.4 0.6 -0.2
0.1 -0.2 0.2
0.0 0.4 -0.1
0.1 0.0 -0.8
-0.1 0.4 0.3
0.4 -0.2 0.1
-0.6 0.0 -0.2
0.4 -0.1 -0.2
-0.1 0.1 0.3
0.1 -0.5 -0.5
0.1 -0.2 -0.3
0.2 0.2 0.2
0.3 0.5 0.1
0.1 -0.7 -0.3
-0.3 -0.7 -1.1
1.1 0.3 2.0
-1.2 0.0 1.0
0.2 -1.8 0.3
-0.2 0.7 -0.5
1.0 2.1 2.0
1.4 0.7 2.8
0.8 -0.7 -1.0
0.3 0.7 -1.5
-0.7 -0.6 -0.4
-0.4 0.4 -0.3
0.0 0.6 0.8
0.1 0.3 -0.8
-0.1 0.1 0.5
-0.9 -0.7 -0.6
1.1 0.5 -1.0
-0.4 -0.1 0.3
-0.1 -0.6 0.3
0.4 -0.1 -0.3
0.4 0.4 -0.9
-0.6 -0.1 0.3
0.2 0.1 0.1
-0.2 -0.7 -0.2
0.1 -0.7 0.6
-0.1 -0.2 -0.5
-0.1 0.3 -0.3
-0.3 0.0 -0.4
0.5 0.3 0.4
0.1 0.0 -0.5
-0.2 -0.4 -0.6
-0.1 0.9 0.6
0.3 -0.4 -0.1
0.3 -0.1 -0.4
1.0 0.7 -0.1
-1.2 1.5 0.1
-1.9 0.4 -1.5
1.1 -2.4 -2.2
-0.9 1.5 1.8
0.1 -0.3 -0.3
1.4 -0.4 1.2
-0.7 -0.1 -0.8
-0.1 0.2 0.1
0.1 0.0 -0.3
0.0 -0.2 -0.1
-0.5 -0.6 0.5
-0.1 -0.3 0.3
0.1 -0.5 0.3
0.5 -0.1 -0.1
0.2 -0.3 -0.2
-0.4 0.2 -0.2
0.2 -0.1 0.1
0.2 0.2 0.6
-0.4 -0.1 -0.1
-0.1 0.0 0.1
-0.1 0.0 0.0
0.0 -0.1 -0.1
0.1 -0.3 -0.1
0.0 0.2 0.2
-0.1 -0.4 0.3
0.0 0.6 0.8

For the orbital gap (spin up / spin down), the calculation gives 2.7 / 2.7 eV. Its charge is +1. As for the spin multiplicity: 2.